Entry 1:
9
Properties=species:S:1:pos:R:3:nbo_charge:R:1 method="wB97M-V/def2-TZVPD" lumo_energy_ha=0.0202 homo_energy_ev=-7.99 smiles="[H]/N=C1/[PH]#P1N" total_charge=0
H 1.2469 2.1038 1.3992 0.367
N 1.3553 1.6248 0.4584 -0.612
C 0.9909 0.4543 0.2450 -0.161
P 1.3381 -0.9676 -0.7326 0.253
P -0.1964 -1.1417 0.8865 0.547
N -1.5896 -0.5964 0.0902 -1.142
H 0.4487 -0.9595 -1.8114 -0.014
H -1.8209 -0.8776 -0.7758 0.376
H -1.7729 0.3598 0.2406 0.384


Entry 2:
9
Properties=species:S:1:pos:R:3:nbo_charge:R:1 method="wB97M-V/def2-TZVPD" lumo_energy_ha=0.0084 homo_energy_ev=-8.30 smiles="[H]/N=C1/[PH]#P1N" total_charge=0
H 0.5464 1.8093 -2.1052 0.370
N 0.4087 1.7828 -1.1223 -0.599
C -0.1625 0.9685 -0.3371 -0.260
P -0.8997 1.1464 1.2641 0.211
P -1.1442 -0.5941 -0.2093 0.650
N 0.2055 -1.5535 0.2463 -1.162
H 0.0300 0.5684 2.1999 0.013
H 0.0669 -2.5097 0.5335 0.390
H 0.9489 -1.6180 -0.4698 0.386


Entry 3:
9
Properties=species:S:1:pos:R:3:nbo_charge:R:1 method="wB97M-V/def2-TZVPD" lumo_energy_ha=-0.2485 homo_energy_ev=-13.58 smiles="N/C=[NH+]/P=S" total_charge=+1
N -0.3563 0.2762 -0.6140 -0.700
C -0.1920 0.0794 0.6908 0.399
N 0.8695 -0.5028 1.1516 -0.812
P 0.9632 -1.1447 2.9020 0.799
S 3.1671 -1.9182 2.7651 -0.211
H -1.1743 0.7483 -1.0244 0.459
H 0.2484 -0.3264 -1.1100 0.413
H -0.8164 0.4078 1.4212 0.216
H 1.5851 -0.7638 0.3991 0.438


Entry 4:
8
Properties=species:S:1:pos:R:3:nbo_charge:R:1 method="wB97M-V/def2-TZVPD" lumo_energy_ha=-0.0455 homo_energy_ev=-9.50 total_charge=0
C -0.5438 -1.0278 0.0853 -0.060
N -0.9147 -2.1065 -0.4033 -0.584
N 0.0640 2.2572 0.0688 -0.660
S 1.5178 2.4207 -0.1476 0.714
H -0.0510 -1.1131 0.9968 0.165
H -0.9462 -0.1015 -0.3774 0.161
H -1.4317 -1.9469 -1.2200 0.320
H 2.3055 1.6179 0.9974 -0.057


Entry 5:
8
Properties=species:S:1:pos:R:3:nbo_charge:R:1 method="wB97M-V/def2-TZVPD" lumo_energy_ha=-0.0091 homo_energy_ev=-8.68 total_charge=0
C -1.1538 -0.4189 -0.2847 -0.086
H 1.2972 -0.4407 1.1164 0.351
H 2.3666 0.7232 -0.0063 0.355
H -0.3428 1.3402 -0.0659 0.391
H -0.7052 -1.3548 -0.4963 0.188
N 1.2817 -0.2889 -0.0202 -0.614
N -0.0400 0.4204 -0.2648 -0.466
S -2.7038 0.0194 0.0218 -0.119


Entry 6:
9
Properties=species:S:1:pos:R:3:nbo_charge:R:1 method="wB97M-V/def2-TZVPD" lumo_energy_ha=-0.0024 homo_energy_ev=-8.50 smiles=C#[N+][S-].NS total_charge=0
C 1.0414 -1.7867 0.9083 0.092
N 1.7071 -1.1698 0.1616 -0.431
S 2.8690 -0.7789 -0.7609 0.089
H 0.3831 -1.8245 1.7820 0.253
N -0.6732 0.7595 -0.5479 -0.968
S -2.2686 1.1664 0.0354 0.107
H -0.5806 -0.1208 -0.4050 0.351
H 0.0557 1.5090 -0.4130 0.397
H -2.5340 2.2457 -0.7606 0.110


Entry 7:
10
Properties=species:S:1:pos:R:3:nbo_charge:R:1 method="wB97M-V/def2-TZVPD" lumo_energy_ha=-0.0151 homo_energy_ev=-9.19 smiles="S=C(NS)NS" total_charge=0
S -2.3831 0.0412 -0.1442 -0.199
C -0.6383 -0.0587 -0.1171 0.273
N 0.1502 0.9506 0.6778 -0.764
S 1.3174 1.9994 -0.2762 0.142
N 0.0003 -1.2793 -0.4996 -0.813
S 1.6741 -1.4860 -0.1028 0.230
H -0.7587 1.5301 0.8226 0.409
H 0.2097 2.0970 -1.2968 0.139
H -1.0005 -1.9471 -0.3195 0.463
H 1.4290 -1.8473 1.2557 0.121


Entry 8:
8
Properties=species:S:1:pos:R:3:nbo_charge:R:1 method="wB97M-V/def2-TZVPD" lumo_energy_ha="-0.1695 / -0.3022" homo_energy_ev="-16.85 / -14.68" total_charge=+1
C -0.1731 -0.0720 0.3667 0.556
N 0.9993 -0.5181 0.9040 -0.266
N 0.6740 0.8817 0.4138 0.006
N -1.4021 -0.3784 0.0516 -0.678
H 1.7593 -0.9946 0.3867 0.449
H 1.8478 1.8305 -1.8663 0.025
H -1.7846 -1.2167 -0.2894 0.465
H -1.9205 0.4675 0.0330 0.444


Entry 9:
10
Properties=species:S:1:pos:R:3:mulliken_spin:R:1 method="wB97M-V/def2-TZVPD" lumo_energy_ha="0.1614 / 0.1605" multiplicity=3 s_squared=2.01 homo_energy_ev="0.11 / -4.54" total_charge=-1
C 0.2656 0.2844 2.1361 1.237
N 0.1077 -1.1053 -0.4844 0.012
N -0.5476 0.7624 -1.6482 0.045
N -0.6070 -0.0044 -0.5942 0.032
O 0.3047 0.5541 -2.6457 0.027
O 0.4064 -0.9147 2.3374 0.423
H -0.1154 0.8826 3.0236 0.237
H 0.3112 -1.1541 0.5527 -0.010
H 0.7646 -1.1100 -1.2715 -0.002
H -0.8903 1.8050 -1.4059 -0.002


Entry 10:
10
Properties=species:S:1:pos:R:3:nbo_charge:R:1 method="wB97M-V/def2-TZVPD" lumo_energy_ha="-0.2449 / -0.2449" homo_energy_ev="-15.98 / -15.98" total_charge=+1
C -0.0177 -0.2195 0.0828 0.594
N 1.4421 1.1877 -0.0611 -0.667
N 0.3637 -1.3866 -0.0210 -0.653
N -1.5169 0.2615 0.1021 0.519
O -1.6780 1.3770 -0.0775 -0.202
O -2.2342 -0.7061 0.2422 -0.310
H 1.6166 1.5285 0.8711 0.383
H 1.0232 1.9029 -0.6464 0.385
H 1.2718 -1.7687 -0.2064 0.478
H -0.2706 -2.1767 -0.2858 0.472


Entry 11:
10
Properties=species:S:1:pos:R:3:nbo_charge:R:1 method="wB97M-V/def2-TZVPD" lumo_energy_ha=-0.1913 homo_energy_ev=-14.71 total_charge=+1
C 0.8917 -0.6764 -0.0404 0.604
N -0.1899 -1.1753 0.0324 0.058
N 2.2059 -0.5153 -0.2157 -0.762
N -1.0708 1.5346 -0.1430 -0.980
O -1.4467 -1.1627 -0.0447 -0.415
S -2.2689 0.6091 -0.0220 1.076
H 2.6156 -1.1041 -0.8961 0.444
H 2.7022 -0.3440 0.6486 0.444
H -1.1013 2.2658 -0.7933 0.412
H -2.3376 0.5682 1.4742 0.117


Entry 12:
9
Properties=species:S:1:pos:R:3:nbo_charge:R:1 method="wB97M-V/def2-TZVPD" lumo_energy_ha=0.0133 homo_energy_ev=-9.27 total_charge=0
C -0.2644 1.0192 -0.5161 -0.614
N 1.1476 0.7651 -0.1509 -0.183
N 1.4364 -0.3602 0.2151 0.036
N 0.5410 -1.3311 -0.0670 -0.742
P -1.0965 -0.6437 -0.1957 0.681
H -0.6126 1.7166 0.2498 0.256
H -0.4970 1.3048 -1.5981 0.248
H 0.9816 -2.0973 0.4849 0.423
H -1.6361 -0.3735 1.5779 -0.105


Entry 13:
9
Properties=species:S:1:pos:R:3:nbo_charge:R:1 method="wB97M-V/def2-TZVPD" lumo_energy_ha=0.0385 homo_energy_ev=-9.55 smiles="C1N=NNN1" total_charge=0
C 0.9852 0.1642 -0.1505 -0.140
N 0.4002 -0.6728 -1.1151 -0.193
N -0.8342 -0.6669 -1.0157 0.019
N -1.3214 0.2057 -0.0515 -0.320
N -0.2179 0.5259 0.8014 -0.458
H 1.8208 -0.1469 0.3903 0.205
H 1.2633 1.0374 -0.6847 0.192
H -2.1006 -0.1829 0.4108 0.374
H 0.0046 -0.2638 1.4151 0.321


Entry 14:
10
Properties=species:S:1:pos:R:3:nbo_charge:R:1 method="wB97M-V/def2-TZVPD" lumo_energy_ha=0.0053 homo_energy_ev=-7.99 smiles="[H]/N=N/O/C(N)=N/[H]" total_charge=0
H -0.1578 2.7082 -2.0900 0.398
N 0.3079 1.8207 -1.8920 -0.331
N -0.2977 0.9562 -1.3571 0.229
O 0.6785 -0.2330 -0.7025 -0.473
C 0.0798 -0.4609 0.4686 0.756
N 0.3306 -1.7129 0.9744 -0.809
N -0.5918 0.4508 1.0731 -0.952
H -1.5938 0.4871 0.9202 0.389
H 1.2012 -2.1276 0.6830 0.389
H 0.0431 -1.8885 1.9225 0.403


Entry 15:
11
Properties=species:S:1:pos:R:3:nbo_charge:R:1 method="wB97M-V/def2-TZVPD" lumo_energy_ha="-0.0293 / -0.0296" homo_energy_ev="-8.56 / -8.56" total_charge=0
C -1.6363 -0.7439 0.0521 -0.299
N 1.5941 1.5299 0.3516 0.041
N 2.2941 0.5173 0.3713 -0.453
N 0.4249 1.3942 -0.2281 -0.270
N 0.1302 0.2005 -0.7698 -0.546
O 1.1462 -1.8100 0.6260 -0.945
S 1.4976 -0.8511 -0.4013 1.447
H -1.1464 -1.5341 0.5880 0.229
H -2.0046 0.0805 0.6301 0.191
H -2.1024 -0.9678 -0.8810 0.201
H -0.1974 2.1845 -0.3391 0.404


Entry 16:
11
Properties=species:S:1:pos:R:3:nbo_charge:R:1 method="wB97M-V/def2-TZVPD" lumo_energy_ha=0.0240 homo_energy_ev=-8.85 smiles="[H]/N=c1/[nH]nnn1N" total_charge=0
H -1.1335 1.9568 -0.1395 0.349
N -0.1459 2.0083 -0.0015 -0.751
C 0.2200 0.7809 -0.0415 0.502
N 1.5963 0.4048 0.1300 -0.411
N 1.8563 -0.8872 -0.0365 0.009
N 0.7134 -1.5040 -0.0048 -0.074
N -0.2833 -0.4545 -0.1490 -0.169
N -1.6497 -0.7289 0.0035 -0.611
H 2.3364 1.1744 -0.2902 0.425
H -1.8517 -1.6972 -0.4941 0.375
H -1.6585 -1.0534 1.0237 0.355


Entry 17:
7
Properties=species:S:1:pos:R:3:nbo_charge:R:1 method="wB97M-V/def2-TZVPD" lumo_energy_ha=-0.2332 homo_energy_ev=-16.28 total_charge=+1
C -1.1684 0.1135 0.0860 0.266
N 1.1847 0.0074 0.0781 -0.445
O -0.0078 0.5665 0.1492 -0.134
H -1.8921 0.8210 0.1309 0.216
H -1.4075 -0.9748 -0.2590 0.220
H 1.4318 -1.2331 -0.1903 0.464
H 1.8592 0.6996 0.0051 0.414


Entry 18:
8
Properties=species:S:1:pos:R:3:nbo_charge:R:1 method="wB97M-V/def2-TZVPD" lumo_energy_ha=0.1746 homo_energy_ev=-2.25 total_charge=-1
C -1.0609 0.1154 -0.2090 0.157
N 1.0936 0.6441 -0.2492 -0.594
O 1.5082 -0.7282 0.0671 -0.709
O -0.9023 -1.0874 -0.0589 -0.738
H -1.3007 0.5379 -1.1955 0.106
H -0.9974 0.8535 0.7044 0.088
H 1.0591 0.9359 0.7783 0.248
H 0.6004 -1.2713 0.1628 0.443


Entry 19:
8
Properties=species:S:1:pos:R:3:mulliken_spin:R:1 method="wB97M-V/def2-TZVPD" lumo_energy_ha="0.0348 / -0.1502" multiplicity=2 s_squared=0.76 homo_energy_ev="-10.57 / -9.85" total_charge=0
O 0.6141 1.3552 -0.4403 0.067
C -0.1775 1.3867 0.5312 -0.030
O -0.4779 0.4568 1.3207 0.704
H -0.7185 2.3466 0.7277 0.085
N 0.0297 -1.4381 -0.7147 0.191
H -0.4037 -1.3866 0.1822 -0.010
H 0.4341 -0.5255 -0.8140 0.001
H 0.6997 -2.1952 -0.7928 -0.008


Entry 20:
8
Properties=species:S:1:pos:R:3:nbo_charge:R:1 method="wB97M-V/def2-TZVPD" lumo_energy_ha=-0.3131 homo_energy_ev=-17.70 total_charge=+1
C 0.0112 -0.1171 0.3200 -0.443
N -0.8959 -0.0170 -0.8018 -0.010
O -1.6701 -0.2154 -2.8194 -0.060
O -0.8573 -0.5746 -1.9239 0.250
H 0.8962 0.3708 -0.0528 0.277
H -0.6646 0.3367 1.0374 0.265
H 0.2123 -1.2283 0.5173 0.283
H -1.6223 0.7810 -0.6865 0.437


Which E_tot belongs to each record? In order, -22657.2222 -22657.4442 -24197.3684 -14913.0483 -14913.2755 -25748.8695 -36584.4526 -5557.9937 -9660.7033 -9652.7093 -18442.3307 -14857.5098 -7059.1206 -9105.7800 -19939.2940 -10038.9445 -4626.9469 -6683.7937 -6684.4230 -6671.8549 eV.
Which relative energy (zero: lowest compared OMol25 entry of this formula, charge and spin) belongs to each record? In order, 124.1 102.7 190.1 439.6 417.7 349.3 253.5 664.9 133.4 410.4 455.9 312.3 372.9 232.5 264.8 133.2 440.7 453.4 98.4 775.6 kJ/mol.